{"formula": "C90H157F5N6O9S3", "method": "ωB97M-V with the def2-TZVPD basis set", "e_lumo_ha": 0.0043, "charge": 0, "orbital_gap_ev": 8.3, "e_homo_ha": -0.299, "energy_ev": -169326.85827, "largest_force_ev_per_a": 3.712, "symbols": ["F", "C", "C", "C", "C", "C", "C", "H", "H", "H", "H", "H", "F", "C", "C", "C", "C", "C", "C", "H", "H", "H", "H", "H", "F", "C", "C", "C", "C", "C", "C", "H", "H", "H", "H", "H", "F", "C", "C", "C", "C", "C", "C", "H", "H", "H", "H", "H", "F", "C", "C", "C", "C", "C", "C", "H", "H", "H", "H", "H", "C", "C", "C", "C", "C", "C", "N", "O", "C", "C", "C", "H", "H", "H", "H", "H", "H", "H", "H", "H", "H", "H", "H", "H", "H", "H", "H", "H", "H", "H", "C", "C", "C", "C", "C", "C", "N", "O", "C", "C", "C", "H", "H", "H", "H", "H", "H", "H", "H", "H", "H", "H", "H", "H", "H", "H", "H", "H", "H", "H", "C", "C", "C", "C", "C", "C", "N", "O", "C", "C", "C", "H", "H", "H", "H", "H", "H", "H", "H", "H", "H", "H", "H", "H", "H", "H", "H", "H", "H", "H", "C", "C", "C", "C", "C", "C", "N", "O", "C", "C", "C", "H", "H", "H", "H", "H", "H", "H", "H", "H", "H", "H", "H", "H", "H", "H", "H", "H", "H", "H", "C", "C", "C", "C", "C", "C", "N", "O", "C", "C", "C", "H", "H", "H", "H", "H", "H", "H", "H", "H", "H", "H", "H", "H", "H", "H", "H", "H", "H", "H", "C", "C", "C", "C", "C", "C", "N", "O", "C", "C", "C", "H", "H", "H", "H", "H", "H", "H", "H", "H", "H", "H", "H", "H", "H", "H", "H", "H", "H", "H", "C", "S", "O", "C", "H", "H", "H", "H", "H", "H", "C", "S", "O", "C", "H", "H", "H", "H", "H", "H", "C", "S", "O", "C", "H", "H", "H", "H", "H", "H"], "positions_angstrom": [[-0.82371, 2.59797, -5.75215], [-0.80088, 3.58432, -4.79828], [0.03916, 4.68049, -4.89521], [-0.01383, 5.60897, -3.85677], [-1.03507, 5.54449, -2.90479], [-1.95840, 4.49136, -2.91583], [-1.77317, 3.46572, -3.80293], [0.72331, 4.80995, -5.71806], [0.63235, 6.44305, -3.79034], [-1.22549, 6.37136, -2.21968], [-2.81264, 4.48676, -2.24667], [-2.36617, 2.56534, -3.76321], [4.49574, 3.36953, -2.83614], [4.09239, 3.63898, -4.15254], [3.29008, 2.72167, -4.83172], [3.02730, 2.98804, -6.16286], [3.52012, 4.13205, -6.77981], [4.23011, 5.07405, -6.08101], [4.60262, 4.78151, -4.76237], [2.95153, 1.79877, -4.36755], [2.48039, 2.23084, -6.71367], [3.30088, 4.24225, -7.83279], [4.64665, 5.95215, -6.55380], [5.16860, 5.45307, -4.15822], [7.95181, -0.86986, -0.10496], [7.01121, -0.83172, 0.89583], [7.25411, -1.58721, 2.04104], [6.32350, -1.65593, 3.01730], [5.19807, -0.88405, 2.98201], [4.99486, -0.04661, 1.86812], [5.85933, 0.02078, 0.83369], [8.20477, -2.10815, 2.07499], [6.56026, -2.35191, 3.82921], [4.45109, -0.90848, 3.73994], [4.06397, 0.51588, 1.83046], [5.68000, 0.57120, -0.08007], [-3.96949, -7.62873, 0.03252], [-2.90564, -7.09534, 0.71780], [-1.74287, -6.61956, 0.12470], [-0.79330, -5.99812, 0.88819], [-0.85925, -6.06672, 2.29789], [-1.94685, -6.69883, 2.89748], [-3.01444, -7.12135, 2.11600], [-1.64232, -6.68185, -0.95655], [0.09764, -5.55189, 0.51838], [-0.09339, -5.59823, 2.92416], [-1.98015, -6.76630, 3.97078], [-3.88764, -7.54622, 2.63585], [-6.53892, 3.94533, 1.74106], [-5.67401, 3.33050, 0.91812], [-4.52582, 2.77665, 1.46319], [-3.61844, 2.19080, 0.60869], [-3.89018, 2.12177, -0.73345], [-5.05935, 2.67718, -1.24705], [-5.97947, 3.35421, -0.41611], [-4.37324, 2.81241, 2.53560], [-2.70652, 1.71211, 0.99287], [-3.15385, 1.68117, -1.43120], [-5.22750, 2.62937, -2.30646], [-6.85802, 3.79965, -0.84748], [-0.25177, -2.24357, -6.49506], [1.28825, -2.20752, -6.48842], [1.77753, -1.64492, -5.15446], [1.48668, -2.53344, -3.95697], [2.11741, -3.91000, -4.20596], [1.77615, -4.61147, -5.48184], [1.87887, -3.58714, -6.57128], [1.58844, -4.19710, -7.82129], [2.89412, -5.69918, -5.77351], [0.40110, -5.23656, -5.45456], [1.82209, -1.38349, -7.66390], [-0.66249, -2.74534, -5.65198], [-0.64523, -2.75362, -7.39522], [-0.66714, -1.24264, -6.68011], [2.87017, -1.57375, -5.26053], [1.44992, -0.62812, -4.97313], [0.39510, -2.55805, -3.77792], [1.93661, -2.12631, -3.05319], [1.88933, -4.54241, -3.35445], [3.20027, -3.75886, -4.14721], [3.82346, -5.14102, -5.75839], [2.89629, -6.44474, -4.95275], [2.63638, -6.22541, -6.68342], [-0.03669, -5.48260, -6.43774], [0.42395, -6.23095, -5.02584], [-0.46320, -4.73739, -5.00620], [1.57166, -1.75186, -8.66714], [2.91371, -1.38169, -7.66525], [1.42590, -0.36679, -7.61253], [2.46989, -4.33829, -8.18711], [0.92925, 7.42996, -0.17649], [2.28527, 8.10057, -0.64887], [2.21824, 9.59274, -0.30332], [3.54499, 10.28809, -0.51757], [4.62293, 9.57481, 0.34324], [4.75067, 8.11963, -0.02307], [3.40715, 7.49154, 0.07529], [3.39042, 6.11614, 0.03800], [5.46194, 7.81377, -1.34256], [5.55838, 7.50920, 1.20000], [2.44138, 7.89900, -2.21722], [0.87930, 6.36499, -0.45415], [0.04188, 7.89824, -0.62897], [0.73200, 7.56835, 0.88022], [1.42174, 10.12448, -0.82463], [2.02840, 9.57553, 0.78061], [3.59255, 11.31948, -0.18740], [3.72426, 10.24561, -1.59363], [4.37848, 9.70376, 1.40659], [5.59254, 10.04784, 0.16366], [5.29215, 6.82667, -1.75932], [5.01647, 8.57257, -2.00467], [6.54610, 7.90324, -1.31979], [6.51621, 8.04335, 1.34394], [5.01096, 7.52780, 2.14020], [5.86218, 6.47567, 1.01593], [3.28453, 8.41921, -2.67975], [1.56445, 8.13485, -2.81671], [2.45573, 6.81600, -2.22576], [3.38705, 5.91729, -0.93318], [-3.13476, -4.61513, -3.82855], [-4.06909, -3.99846, -2.74967], [-3.15383, -3.19457, -1.75154], [-3.96438, -2.22815, -0.84729], [-4.58620, -1.25932, -1.76114], [-5.60324, -1.86863, -2.76121], [-4.88135, -2.95205, -3.46771], [-5.75170, -3.57492, -4.45469], [-6.94545, -2.37625, -2.10735], [-5.88236, -0.80639, -3.89148], [-4.88160, -5.12579, -2.08251], [-2.60286, -3.87000, -4.43578], [-3.67175, -5.19958, -4.58531], [-2.31361, -5.21859, -3.43107], [-2.52343, -3.93813, -1.22129], [-2.47032, -2.58014, -2.33300], [-3.22493, -1.73345, -0.20334], [-4.75389, -2.69843, -0.24664], [-3.90140, -0.71590, -2.40153], [-5.11003, -0.46251, -1.16503], [-6.73448, -2.99894, -1.20909], [-7.50440, -1.49895, -1.78672], [-7.63491, -2.89455, -2.77502], [-6.61783, -1.13081, -4.62419], [-6.32437, 0.12396, -3.44868], [-4.90202, -0.50765, -4.32763], [-5.36126, -4.74588, -1.18502], [-4.34880, -6.01172, -1.76648], [-5.75361, -5.44055, -2.64481], [-5.24702, -3.32048, -5.25226], [-0.18261, -1.31780, 1.26270], [0.50654, -0.52951, 0.12384], [-0.44534, -0.46953, -1.07808], [0.06967, 0.53570, -2.16952], [0.05339, 1.91037, -1.53469], [0.95851, 2.02694, -0.28931], [0.58611, 0.95031, 0.62830], [1.31864, 0.95796, 1.84893], [2.51584, 1.85356, -0.75684], [0.77897, 3.32968, 0.45408], [1.81033, -1.23229, -0.14207], [-0.99008, -0.76785, 1.77140], [0.41714, -1.72818, 2.08260], [-0.73126, -2.21824, 0.91356], [-0.52409, -1.51035, -1.43482], [-1.44591, -0.17430, -0.77121], [-0.56370, 0.41415, -3.02206], [1.08334, 0.30197, -2.45283], [-1.00531, 2.13888, -1.24567], [0.34763, 2.66167, -2.26618], [2.79400, 2.64378, -1.46170], [3.18168, 2.08559, 0.07461], [2.76586, 0.88427, -1.15074], [1.19370, 3.25431, 1.46219], [1.29974, 4.14221, -0.06828], [-0.29244, 3.57238, 0.57874], [2.35263, -0.97157, -1.03390], [1.78301, -2.32168, -0.09560], [2.46356, -0.98895, 0.69736], [0.63486, 1.15958, 2.52755], [0.46763, -4.02868, 8.07239], [0.41038, -4.56360, 6.61342], [-0.11620, -3.65872, 5.50983], [0.85418, -2.49517, 5.16903], [2.21472, -3.14889, 4.79061], [2.84236, -4.00645, 5.89637], [1.82142, -5.01778, 6.16986], [2.27252, -6.19175, 6.82413], [4.08520, -4.72722, 5.24914], [3.35069, -3.34168, 7.18724], [-0.44728, -5.86041, 6.67804], [-0.50629, -4.01194, 8.55145], [0.89246, -3.02526, 8.14931], [1.06784, -4.71275, 8.68555], [-0.17137, -4.27453, 4.59415], [-1.09492, -3.22387, 5.71884], [0.96432, -1.92590, 6.08716], [0.51097, -1.75830, 4.41820], [2.91117, -2.40096, 4.46355], [1.99716, -3.79146, 3.93215], [4.65708, -3.95803, 4.72427], [4.68641, -5.21238, 6.01231], [3.78203, -5.48673, 4.54403], [4.24978, -2.70942, 7.06627], [2.68234, -2.59309, 7.57789], [3.55101, -4.06186, 7.99168], [-0.18871, -6.54891, 7.46630], [-0.31952, -6.44614, 5.76947], [-1.50335, -5.55686, 6.74440], [2.06906, -6.87921, 6.18389], [-7.31233, -3.29688, 4.90568], [-6.81835, -3.02185, 3.42380], [-7.62834, -2.12559, 2.49365], [-7.55705, -0.66505, 2.92404], [-6.11272, -0.18903, 2.98078], [-5.19490, -1.09081, 3.85737], [-5.45574, -2.46798, 3.33726], [-4.47559, -3.41974, 3.88643], [-3.75604, -0.73561, 3.60717], [-5.48822, -0.84903, 5.36247], [-6.84386, -4.42283, 2.74071], [-6.54448, -3.87028, 5.47200], [-8.24321, -3.88384, 4.93175], [-7.56172, -2.40948, 5.45563], [-7.18162, -2.12491, 1.50858], [-8.62869, -2.53192, 2.40846], [-8.12970, -0.47022, 3.82932], [-8.13352, -0.11360, 2.17635], [-6.09693, 0.85854, 3.34922], [-5.76552, -0.24433, 1.93916], [-3.67977, 0.34040, 3.72851], [-3.14697, -1.26330, 4.33646], [-3.39019, -0.95468, 2.59490], [-5.06697, 0.11429, 5.70517], [-6.55763, -0.89060, 5.58363], [-5.07881, -1.68032, 5.93223], [-6.50368, -5.26690, 3.34421], [-6.36151, -4.34806, 1.74406], [-7.88943, -4.66295, 2.53130], [-4.00596, -3.52540, 3.02772], [4.08080, 3.89513, 2.28345], [3.21828, 4.39654, 3.73039], [4.25561, 4.96530, 4.66287], [2.40114, 5.71552, 3.01237], [4.70640, 4.71485, 1.92367], [3.31327, 3.70097, 1.50873], [4.63499, 2.98069, 2.49441], [3.05898, 6.44693, 2.50565], [1.76088, 6.22894, 3.74150], [1.73154, 5.24790, 2.26886], [6.88518, -0.34953, -3.91487], [5.58597, -1.50540, -4.17981], [6.18842, -2.74984, -4.78272], [5.39933, -1.77756, -2.44208], [7.16502, 0.06964, -4.87772], [7.74148, -0.73202, -3.37840], [6.47635, 0.45124, -3.28205], [6.31136, -2.04126, -1.87999], [4.57282, -2.46152, -2.27008], [5.00649, -0.82039, -2.09350], [-0.95427, 3.52292, 4.76943], [-1.65360, 2.04368, 4.35803], [-0.48268, 1.13546, 4.05796], [-2.13422, 1.51039, 5.93641], [-0.15624, 3.44241, 5.51642], [-1.73700, 4.21472, 5.13632], [-0.57981, 4.02178, 3.86717], [-2.47109, 0.47300, 5.81931], [-2.97696, 2.10495, 6.27942], [-1.35781, 1.54258, 6.71411]], "atomic_forces_ev_per_a": [[0.509, 0.655, 0.431], [-0.826, -0.278, -0.153], [0.162, -0.417, 0.368], [-1.433, -0.449, 0.442], [-0.562, 0.043, -0.162], [0.484, 0.676, 0.329], [0.355, -0.380, -0.745], [0.147, -0.192, -0.059], [0.695, 0.600, -0.356], [0.411, -0.219, -0.072], [0.224, -0.083, 0.126], [-0.227, -0.043, -0.191], [-0.555, 0.370, -1.564], [0.565, -0.282, 0.507], [0.548, 0.234, 0.583], [0.127, -0.350, 0.143], [-0.863, -0.433, -0.700], [1.036, -0.339, 0.792], [-1.191, -0.388, 0.248], [0.030, 0.235, 0.065], [-0.051, 0.235, -0.144], [0.057, 0.266, -0.049], [-0.171, 0.070, -0.070], [0.485, 0.388, 0.181], [-0.913, 0.265, 0.543], [-0.578, 0.873, 0.740], [1.495, 0.376, -2.756], [-0.078, -0.868, 1.966], [-0.283, 0.696, -1.155], [-1.529, -0.090, 1.538], [2.647, -1.628, -1.631], [-0.191, -0.211, 0.114], [-0.411, 0.416, -0.012], [-0.331, -0.076, 0.501], [0.121, 0.066, -0.010], [-0.081, 0.257, 0.129], [1.160, 0.526, 0.007], [-0.419, -0.482, 1.574], [-1.291, -0.067, -1.486], [0.505, -0.412, 2.458], [-0.306, 0.099, -0.485], [0.235, 0.838, -0.536], [-0.245, -0.620, -0.010], [-0.048, 0.093, 0.112], [0.389, 0.257, -0.842], [-0.141, -0.316, -0.369], [-0.184, -0.062, 0.218], [0.339, 0.208, -0.657], [-0.234, 0.114, 0.548], [-0.147, 0.496, 0.386], [-0.359, 0.180, 0.152], [0.749, -0.727, 0.687], [0.139, 0.031, -1.451], [-0.074, 0.494, 0.521], [1.326, -1.345, -1.145], [-0.002, 0.031, -0.081], [-0.317, 0.345, -0.057], [-0.580, 0.127, 0.513], [-0.164, 0.004, -0.330], [-0.216, 0.157, 0.272], [-0.040, 0.461, -2.210], [-0.816, -1.294, 0.081], [1.186, 0.064, -0.066], [-0.481, -0.262, -0.580], [0.276, 0.621, 1.331], [-0.069, 0.360, -1.416], [1.046, 0.330, 0.149], [-0.137, 0.126, 0.082], [-1.580, 0.724, 1.210], [-1.584, -1.345, -0.694], [0.134, -0.096, -0.277], [-0.391, -0.005, 0.773], [0.492, -0.268, 0.337], [0.123, 0.027, 0.783], [-0.077, 0.009, 0.103], [-0.464, 0.290, -0.205], [0.379, -0.268, 0.007], [0.003, 0.169, 0.072], [-0.154, -0.411, 0.121], [0.072, -0.002, -0.235], [0.332, -0.292, -0.446], [0.022, 0.432, -0.330], [0.367, 0.020, -0.310], [0.777, 0.389, -0.169], [0.213, -0.235, 0.619], [0.660, 0.492, 0.498], [-0.385, -0.256, 0.450], [0.045, 0.228, 0.325], [0.173, 0.056, 0.154], [-0.151, 0.047, -0.087], [0.339, 0.198, -0.897], [-1.234, 0.359, -1.178], [0.316, -0.124, 1.293], [0.598, -0.533, 0.531], [-0.424, 0.818, -1.542], [0.757, -2.561, 2.578], [-0.645, 2.196, 0.945], [0.201, -0.632, -1.768], [-0.462, 1.230, -0.322], [0.670, -0.162, -0.934], [-0.686, -0.258, 1.223], [0.119, 0.345, 0.297], [0.494, 0.131, -0.361], [0.523, -0.219, 0.383], [-0.178, -0.337, -0.013], [-0.312, 0.424, -0.144], [-0.575, 0.340, -0.230], [0.572, 0.223, 0.040], [-0.023, -0.194, -0.292], [0.017, -0.017, 0.111], [-0.435, -0.238, 0.187], [0.835, -0.459, -0.399], [0.026, 0.393, 0.277], [-0.479, 0.051, -0.127], [-0.189, 0.180, -0.110], [-0.216, -0.032, -0.095], [-0.131, -0.554, 0.263], [-0.315, 0.363, 0.368], [0.682, -0.459, -1.029], [0.236, -0.493, 0.912], [0.140, 0.208, -0.596], [0.628, 0.425, -0.703], [-0.892, -1.169, 0.219], [1.475, -1.182, -0.178], [-2.372, 1.804, -0.345], [-0.735, -0.712, -0.891], [0.447, -0.589, 0.060], [1.089, 0.623, 0.153], [0.827, 0.621, 0.506], [0.092, 0.792, 1.434], [-0.760, 0.889, 0.600], [-0.295, 0.414, 0.363], [-0.112, -0.168, 0.452], [-0.377, -0.226, 0.376], [-0.447, 0.386, 0.047], [0.061, 0.065, -0.209], [-0.397, -0.019, 0.220], [0.452, -0.168, 0.083], [0.673, -0.001, 0.091], [0.200, -0.586, -0.552], [-0.230, 0.331, -0.643], [-0.010, 0.174, 0.301], [0.522, -0.217, -0.211], [0.313, -0.288, -0.140], [0.360, -0.668, -0.089], [-0.772, -0.374, -0.037], [0.137, 0.185, 0.456], [0.541, -0.050, -0.230], [0.170, -0.059, -0.724], [-0.677, -0.378, 0.330], [-1.351, -0.633, 0.505], [-1.390, 1.377, 1.081], [1.105, -0.301, -0.689], [-0.284, -1.017, 1.956], [-0.834, 0.472, 0.273], [2.193, -1.565, -0.660], [-0.954, -2.101, 0.047], [0.033, 0.396, -0.242], [-1.164, 1.708, 0.686], [-0.255, 0.479, 0.003], [1.174, -0.025, 0.725], [0.370, 0.387, -0.281], [0.548, 0.485, -0.341], [0.461, 0.328, -0.497], [0.022, 0.345, -0.258], [-0.124, 0.149, 0.215], [-0.385, 0.347, -0.768], [0.376, -0.336, -0.278], [0.821, 0.014, -0.052], [0.118, 0.231, 0.050], [-0.342, -0.258, -0.293], [-0.120, -0.410, 0.357], [-0.089, -0.169, -0.159], [0.072, -0.098, -0.187], [-0.238, -0.024, 0.066], [0.342, -0.032, -0.247], [-0.046, 0.185, -0.520], [-0.636, -0.073, -0.182], [0.181, 0.174, 0.033], [0.317, -0.306, -0.165], [0.009, 0.257, -0.301], [1.523, -1.845, 1.167], [0.521, 0.912, -1.008], [0.602, -0.788, 0.639], [-1.063, 0.738, 0.415], [0.931, -1.526, -0.014], [-2.000, 0.095, -1.107], [0.083, 0.736, 0.546], [-0.754, 0.662, 0.515], [0.502, 1.218, -0.032], [-0.212, 0.726, -0.800], [-0.379, 0.065, -0.160], [-0.144, -0.184, -0.002], [0.054, 0.134, -0.302], [-0.350, 0.113, 0.411], [-0.162, -0.378, 0.233], [0.215, 0.357, 0.193], [-0.061, -0.703, 0.162], [0.486, 0.478, -0.116], [0.315, -0.144, 0.049], [0.172, -0.159, 0.090], [0.137, 0.076, 0.054], [-0.236, -0.139, -0.325], [0.059, -0.666, -0.392], [-0.636, 0.036, 0.162], [-0.092, -0.012, -0.436], [0.097, 0.195, 0.590], [-0.069, 0.125, -0.373], [0.255, -0.238, 0.116], [0.096, -0.038, -0.020], [-0.100, -0.171, -0.662], [0.498, -1.752, 0.446], [0.044, 0.622, 1.165], [-1.040, -0.037, -0.183], [-0.232, 0.030, 0.120], [-1.358, -0.067, -0.397], [0.536, -0.060, 0.559], [-0.369, 0.879, -1.431], [0.277, -0.024, -0.246], [-0.222, -0.348, -0.254], [-0.229, 0.448, -0.550], [-0.382, 0.448, -0.540], [0.323, -0.055, -0.356], [0.039, 0.412, 0.201], [0.236, -0.542, -0.347], [-0.391, 0.215, 0.056], [0.227, -0.172, 0.450], [0.301, 0.334, -0.111], [0.267, -0.513, -0.283], [0.332, 0.293, 0.245], [0.231, 0.176, 0.156], [0.360, 0.118, -0.043], [-0.274, -0.172, 0.156], [-0.169, -0.469, -0.171], [0.230, 0.501, -0.141], [0.397, 0.081, 0.177], [0.529, 0.342, -0.091], [0.086, -0.307, 0.635], [-0.099, 0.126, 0.006], [-0.002, -0.442, 1.194], [-0.341, -0.287, -1.208], [1.435, -0.634, 1.939], [-0.521, -0.311, -0.279], [-1.471, 1.561, -1.277], [0.097, -0.157, 0.203], [0.487, -0.073, 0.351], [0.063, 0.154, 0.011], [-0.235, -0.447, 0.290], [0.318, -0.179, 0.010], [0.162, 0.422, 0.055], [0.175, 1.463, -0.041], [0.767, -1.686, -0.368], [-0.534, 0.891, 0.255], [-0.823, 0.238, 0.891], [0.178, 0.018, -0.009], [0.187, -0.563, -0.081], [-0.005, -0.002, -0.338], [-0.333, -0.021, -0.530], [0.173, -0.449, -0.023], [0.146, 0.123, 0.296], [0.507, 3.255, 0.622], [0.650, -2.319, -1.121], [-0.356, 0.217, -0.526], [-0.836, -0.599, 1.485], [-0.122, -0.179, -0.215], [0.223, -0.361, 0.048], [0.137, -0.359, 0.078], [0.077, 0.258, 0.025], [-0.226, 0.079, 0.039], [0.119, 0.098, -0.575]]}